(1)
Cl2O4P as an isolated structure in a non-equilibrium geometry, computed with ωB97M-V/def2-TZVPD.

```
7
Properties=species:S:1:pos:R:3
O -0.64 -0.59 1.85
O -1.22 1.31 0.15
O 3.36 0.66 -0.27
O -0.37 -1.02 -0.61
P -0.79 -0.07 0.45
Cl 1.82 0.53 0.23
Cl -2.16 -0.82 -1.80
```

Output
LUMO level (spin up / spin down): 2.2 / 0.8 eV
Frontier orbital gap (spin up / spin down): 8.332 / 6.314 eV
Energy above the lowest of the compared OMol25 structures with the same formula, charge and spin: 214.92 kJ/mol
F_max: 3.30 eV Å⁻¹
Total charge: -1
HOMO energy (spin up / spin down): -6.171 / -5.520 eV

The Löwdin scheme yields these atomic charges, measured in e: O -0.362; O -0.371; O -0.611; O -0.593; P 0.050; Cl 0.752; Cl 0.135

(2)
One molecule with the formula Cl2OS in a non-equilibrium geometry, computed with ωB97M-V/def2-TZVPD.

```
4
Properties=species:S:1:pos:R:3
O 0.22 0.44 0.98
S -1.22 0.31 -0.30
Cl 0.92 -1.16 1.24
Cl 0.08 0.40 -1.91
```

Output
LUMO level: -1.6 eV
Frontier orbital gap: 8.533 eV
SMILES: ClOSCl
Energy above the lowest of the compared OMol25 structures with the same formula, charge and spin: 279.05 kJ/mol
F_max: 4.25 eV Å⁻¹
Total charge: 0
HOMO energy: -10.172 eV

The Löwdin scheme yields these atomic charges, measured in e: O -0.978; S 0.415; Cl 0.478; Cl 0.085

(3)
Cl3F2NP2S as an isolated structure in a non-equilibrium geometry, computed with ωB97M-V/def2-TZVPD.

```
9
Properties=species:S:1:pos:R:3
N 0.78 -0.20 -0.48
F 0.37 0.51 1.93
F 2.15 1.37 0.78
P -0.45 -1.17 -0.52
P 0.61 1.17 0.46
S -0.26 2.81 -0.10
Cl -1.45 -1.36 1.21
Cl -1.79 -0.34 -1.84
Cl 0.04 -2.78 -1.44
```

Output
LUMO level: -0.9 eV
Frontier orbital gap: 8.826 eV
Energy above the lowest of the compared OMol25 structures with the same formula, charge and spin: 36.02 kJ/mol
F_max: 3.22 eV Å⁻¹
Total charge: 0
HOMO energy: -9.683 eV

Atomic partial charges in e from the Löwdin method, atoms 1 to 8: N -0.410; F -0.296; F -0.213; P -0.475; P 0.053; S 0.258; Cl 0.396; Cl 0.265

(4)
One molecule with the formula Cl3HN2 in a non-equilibrium geometry, computed with ωB97M-V/def2-TZVPD.

```
6
Properties=species:S:1:pos:R:3
N -0.70 0.19 0.38
N -1.69 0.15 -0.55
Cl -0.54 1.85 0.73
Cl -2.13 -1.52 -0.68
Cl -1.09 0.82 -2.05
H 0.12 -0.14 0.08
```

Output
LUMO level: -0.2 eV
Frontier orbital gap: 9.974 eV
SMILES: ClNN(Cl)Cl
Energy above the lowest of the compared OMol25 structures with the same formula, charge and spin: 20.22 kJ/mol
F_max: 4.95 eV Å⁻¹
Total charge: 0
HOMO energy: -10.145 eV

The Löwdin scheme yields these atomic charges, measured in e: N -0.616; N -1.049; Cl 0.603; Cl 0.570; Cl 0.506; H -0.014

(5)
Cl3O12Tl as an isolated structure in a non-equilibrium geometry, computed with ωB97M-V/def2-TZVPD.

```
16
Properties=species:S:1:pos:R:3
Tl -1.56 -2.70 -0.92
Cl 2.63 1.11 -1.56
O 1.82 2.20 -1.07
O 3.31 0.57 -0.41
O 1.86 0.13 -2.21
O 3.48 1.57 -2.48
Cl -2.22 -0.70 2.18
O -0.96 -0.10 2.01
O -2.08 -1.11 3.53
O -3.36 0.07 1.94
O -2.34 -1.69 1.19
Cl -0.11 0.14 -0.40
O -0.69 -1.26 -0.91
O 1.06 0.05 0.29
O 0.21 1.01 -1.58
O -1.04 0.71 0.41
```

Output
LUMO level: -6.2 eV
Frontier orbital gap: 4.068 eV
Energy above the lowest of the compared OMol25 structures with the same formula, charge and spin: 622.51 kJ/mol
F_max: 19.60 eV Å⁻¹
Total charge: 0
HOMO energy: -10.288 eV

Atomic partial charges in e from the Löwdin method, atoms 1 to 8: Tl 1.051; Cl 0.637; O -0.248; O -0.249; O -0.188; O -0.179; Cl 0.675; O -0.221

(6)
A 2-piece molecular cluster, Cl4H3NSi2 overall in a non-equilibrium geometry, computed with ωB97M-V/def2-TZVPD.

```
10
Properties=species:S:1:pos:R:3
N 3.73 -1.64 0.89
Si -0.20 1.07 0.49
Si 4.10 -0.23 0.18
Cl 3.19 -2.22 2.41
Cl 1.17 2.07 -0.60
Cl 4.48 1.53 1.00
Cl 4.57 -0.41 -1.74
H -0.42 1.66 1.93
H -1.17 0.51 -0.44
H 0.36 -0.15 0.92
```

Output
LUMO level: -0.4 eV
Frontier orbital gap: 8.794 eV
SMILES: ClN=[Si](Cl)Cl.[SiH3]Cl
Energy above the lowest of the compared OMol25 structures with the same formula, charge and spin: 317.57 kJ/mol
F_max: 2.92 eV Å⁻¹
Total charge: 0
HOMO energy: -9.156 eV

Atomic partial charges in e from the Löwdin method, atoms 1 to 8: N -0.760; Si 0.158; Si -0.429; Cl 0.433; Cl 0.185; Cl 0.354; Cl 0.358; H -0.054

(7)
Cl4Mg as an isolated structure in a non-equilibrium geometry, computed with ωB97M-V/def2-TZVPD.

```
5
Properties=species:S:1:pos:R:3
Mg -0.18 0.10 0.13
Cl -3.73 0.29 -0.71
Cl 1.33 2.15 -2.49
Cl 1.31 0.81 3.48
Cl 1.27 -3.36 -0.41
```

Output
LUMO level: 2.3 eV
Frontier orbital gap: 5.671 eV
Energy above the lowest of the compared OMol25 structures with the same formula, charge and spin: 606.97 kJ/mol
F_max: 1.26 eV Å⁻¹
Total charge: -2
HOMO energy: -3.363 eV

The Löwdin scheme yields these atomic charges, measured in e: Mg 0.932; Cl -0.721; Cl -0.721; Cl -0.738; Cl -0.753

(8)
A 2-piece molecular cluster, Cl5HOSi2 overall in a non-equilibrium geometry, computed with ωB97M-V/def2-TZVPD.

```
9
Properties=species:S:1:pos:R:3
O -0.52 0.43 1.05
Si -1.47 -0.46 1.83
Si 1.22 0.51 -1.33
Cl -2.37 -2.03 0.91
Cl -0.51 0.74 -2.28
Cl 1.37 -1.34 -0.58
Cl 2.54 0.72 -2.98
Cl 1.74 1.77 0.05
H -1.98 -0.34 3.32
```

Output
LUMO level: -0.6 eV
Frontier orbital gap: 10.296 eV
SMILES: Cl[Si](Cl)(Cl)Cl.O=[SiH]Cl
Energy above the lowest of the compared OMol25 structures with the same formula, charge and spin: 183.42 kJ/mol
F_max: 2.21 eV Å⁻¹
Total charge: 0
HOMO energy: -10.897 eV

Atomic partial charges in e from the Löwdin method, atoms 1 to 8: O -0.550; Si 0.193; Si -1.198; Cl 0.300; Cl 0.329; Cl 0.330; Cl 0.196; Cl 0.413

(9)
A 2-piece molecular cluster, Cl5HSSi2 overall in a non-equilibrium geometry, computed with ωB97M-V/def2-TZVPD.

```
9
Properties=species:S:1:pos:R:3
Si 0.89 1.03 -0.08
Si 1.07 -1.28 -0.07
S -0.80 2.14 -0.08
Cl 1.37 -1.48 1.94
Cl 2.70 1.64 0.35
Cl -0.49 -2.48 -0.61
Cl 2.58 -2.16 -1.14
Cl -4.14 0.86 -0.22
H -3.18 1.73 -0.07
```

Output
LUMO level: -1.5 eV
Frontier orbital gap: 8.314 eV
SMILES: S=[Si](Cl)[Si](Cl)(Cl)Cl.Cl
Energy above the lowest of the compared OMol25 structures with the same formula, charge and spin: 204.40 kJ/mol
F_max: 3.58 eV Å⁻¹
Total charge: 0
HOMO energy: -9.861 eV

Atomic partial charges in e from the Löwdin method, atoms 1 to 8: Si -0.395; Si -0.837; S 0.180; Cl 0.285; Cl 0.350; Cl 0.280; Cl 0.260; Cl 0.240

(10)
One molecule with the formula Cl5NP2 in a non-equilibrium geometry, computed with ωB97M-V/def2-TZVPD.

```
8
Properties=species:S:1:pos:R:3
N -0.38 1.16 0.19
P -0.87 1.06 -1.39
P 0.34 -0.17 0.93
Cl 0.93 1.08 -2.38
Cl -1.48 -0.89 -1.58
Cl 1.51 0.35 2.42
Cl -1.13 -0.96 1.99
Cl 1.10 -1.63 -0.18
```

Output
LUMO level: -0.6 eV
Frontier orbital gap: 8.721 eV
SMILES: ClP(Cl)N=P(Cl)(Cl)Cl
Energy above the lowest of the compared OMol25 structures with the same formula, charge and spin: 48.11 kJ/mol
F_max: 4.79 eV Å⁻¹
Total charge: 0
HOMO energy: -9.282 eV

The Löwdin scheme yields these atomic charges, measured in e: N -0.637; P 0.021; P -0.505; Cl 0.087; Cl 0.070; Cl 0.355; Cl 0.316; Cl 0.293